ORCA calculation (wB97M-V/def2-TZVPD) on a 2-piece molecular cluster, CH2F2O2 overall.

```
7
Properties=species:S:1:pos:R:3:forces:R:3:nbo_charge:R:1
C -0.5794 -0.4744 0.5640 3.0 -12.9 3.2 0.630
O -0.9955 0.6148 0.6182 -4.1 12.1 -0.3 -0.167
O 0.6310 -0.8681 1.0088 0.1 -0.4 -0.3 -0.635
F -1.1333 -1.4285 -0.1480 -0.8 -0.3 -2.2 -0.297
F 0.6396 0.8902 -1.2575 -0.1 0.6 -1.2 -0.572
H 0.2375 1.4034 -1.9398 0.4 -0.6 0.8 0.568
H 1.2001 -0.1373 1.1543 1.4 1.4 0.0 0.472
```
Forces are in eV/Å.

Summary:
LUMO (spin up / spin down) (Eh): 0.02140 / -0.14907
Orbital gap (spin up / spin down) (eV): 5.60 / 8.47
Relative energy (zero: lowest compared OMol25 entry of this formula, charge and spin) (kJ/mol): 22.7
2S+1: 3